A structure of composition C34H38AsF6N6O2SY at a distorted geometry. Source: the Open Molecules 2025 dataset; level of theory: ωB97M-V with the def2-TZVPD basis set.

```
89
Properties=species:S:1:pos:R:3:forces:R:3:lowdin_charge:R:1
C 0.527 -4.183 5.769 -0.038 0.096 -0.118 -0.0915
H 1.858 -5.650 4.924 -0.079 0.072 -0.020 0.0989
N -1.601 -2.963 -2.776 -0.129 -0.045 -0.305 0.0567
N 2.026 0.170 -0.259 0.912 -0.032 -0.017 -0.1308
C 4.067 -1.006 -1.079 -0.107 -0.212 -0.009 -0.0362
C -0.774 0.455 -5.008 -0.171 -0.242 0.299 -0.5317
C -3.404 0.123 -0.860 -0.123 0.020 0.160 -0.1977
F 0.138 3.338 -3.064 0.173 -0.137 0.095 0.1199
C -1.703 -2.874 -1.452 -0.218 -0.009 0.171 -0.8121
H -2.027 2.818 -4.435 -0.016 -0.029 0.074 0.1028
C 1.302 -4.734 4.752 -0.047 0.081 0.081 -0.0986
H -0.175 1.630 2.977 -0.112 0.065 0.077 0.0878
O -0.855 0.192 -2.671 0.002 0.627 0.303 -0.2851
H 0.867 3.794 3.415 -0.025 -0.011 0.040 0.1058
C 4.680 -1.892 -1.956 -0.003 0.058 0.089 -0.0917
Y -0.268 0.167 -0.539 -0.724 -0.824 -1.344 1.3629
C 1.360 -4.101 3.518 0.001 0.016 -0.046 -0.0765
C -0.117 -2.360 4.309 0.002 0.017 0.015 -0.2039
C 3.949 -2.540 -2.942 0.062 -0.013 -0.018 -0.1040
H -1.416 4.975 0.505 -0.093 0.072 -0.041 0.0479
C -0.179 -3.003 5.545 0.040 -0.078 -0.023 -0.0538
C -0.846 -1.043 4.106 0.093 -0.259 -0.283 -0.1829
H -3.204 -1.003 3.297 -0.128 -0.097 0.076 0.1229
C -0.853 1.178 -3.631 0.612 -0.269 -0.210 -0.4306
H -2.976 -3.980 -4.020 0.027 -0.110 -0.011 0.1146
H 4.431 -3.231 -3.627 -0.053 0.065 0.081 0.0980
H 1.366 0.803 3.252 0.030 0.036 0.001 0.1094
O -0.645 2.304 -0.519 0.570 0.299 0.523 -0.5537
H 0.933 -1.165 -2.332 -0.058 -0.029 -0.242 0.0171
C -0.871 4.494 1.311 -0.100 -0.030 0.062 -0.1826
As 0.331 3.277 0.461 -0.010 0.386 0.033 1.1463
F -0.718 1.283 -6.066 -0.124 -0.340 0.185 0.1493
H -4.488 -2.106 -2.277 -0.060 0.111 0.059 0.0983
H 2.009 -2.760 -3.822 0.021 0.066 0.041 0.1018
C -3.889 -3.011 -2.268 0.354 0.029 0.140 -0.1064
C 1.533 4.397 -0.505 0.053 -0.130 -0.142 -0.1670
H -0.750 -2.724 -3.248 0.189 0.040 -0.070 0.1264
H -3.044 -2.220 -4.130 0.046 0.119 -0.081 0.1015
C 2.694 -0.746 -1.169 0.051 0.281 0.187 -0.2680
C 2.771 1.951 1.116 0.288 0.045 -0.074 -0.2899
H -3.284 -2.731 -0.187 -0.009 0.032 0.000 0.1206
H 4.643 -0.519 -0.310 0.034 0.031 0.034 0.0934
H 0.957 5.087 -1.108 -0.056 0.140 -0.131 0.0452
H -2.165 2.578 -2.678 -0.011 -0.008 0.014 0.0836
F 0.285 -0.381 -5.062 -0.412 0.263 -0.152 0.1477
H -0.327 5.228 1.895 0.016 0.075 0.026 0.0403
H -3.128 0.418 -1.862 0.006 -0.011 0.135 0.0773
H 1.953 -4.528 2.714 -0.077 0.071 0.099 0.1057
F -1.898 -0.305 -5.160 0.557 0.191 -0.108 0.1165
H 0.463 -4.677 6.733 0.011 0.055 -0.065 0.0987
H 0.692 -2.437 2.337 0.016 0.033 -0.133 0.0603
F 1.301 1.542 -2.620 -0.085 0.463 -0.107 0.1096
C -4.492 -0.509 0.984 -0.288 0.035 -0.043 -0.0749
C 2.593 -2.276 -3.045 -0.064 -0.040 -0.095 -0.0886
C -2.085 2.074 -3.638 -0.053 0.037 0.008 0.0052
H -4.552 -3.871 -2.246 -0.020 -0.124 0.020 0.1138
C -2.902 -3.056 -3.454 0.228 0.057 0.306 -0.0995
C 4.003 2.706 1.371 -0.262 -0.435 -0.255 -0.0420
H -0.177 -0.241 4.426 -0.003 0.059 -0.014 0.0999
N -2.442 -0.122 0.076 -0.970 0.071 0.351 -0.1046
C -4.680 -0.093 -0.352 0.103 -0.113 0.144 -0.1135
C 4.080 3.741 2.210 -0.235 0.357 0.370 -0.1009
H 4.876 2.357 0.828 -0.128 0.006 0.020 0.1143
H -5.251 -0.771 1.717 0.172 0.104 -0.200 0.0997
C 1.719 3.522 2.804 0.070 -0.192 -0.039 -0.1391
C 2.889 4.138 2.964 0.393 0.055 -0.071 -0.0839
C 0.439 2.098 -3.500 -0.126 -0.376 -0.085 -0.5123
C 0.728 1.263 2.496 0.446 0.659 0.176 -0.0920
S -0.430 -2.688 -0.333 -0.084 -0.226 -0.131 0.6580
C -2.495 -0.806 2.488 -0.169 0.287 -0.279 -0.1161
H -5.616 0.042 -0.880 0.125 -0.039 0.077 0.0884
H 0.424 0.465 1.852 -0.017 -0.406 -0.285 -0.0010
F 1.123 2.271 -4.642 -0.026 -0.048 0.122 0.1580
H 5.018 4.257 2.372 -0.075 0.016 0.008 0.0956
N -2.985 -3.009 -1.111 -0.355 -0.046 0.069 0.0484
H 2.972 4.934 3.698 0.010 -0.082 -0.055 0.1068
N -1.247 -0.790 2.720 0.108 -0.249 0.146 0.0114
N 2.935 0.994 0.248 0.090 0.097 0.176 0.0279
H -1.570 3.944 1.935 -0.073 -0.040 0.077 0.0484
C 0.655 -2.921 3.300 0.050 -0.116 0.101 -0.0485
C -3.121 -0.499 1.213 0.219 -0.239 0.096 -0.3433
H -2.965 1.458 -3.796 -0.075 -0.022 -0.024 0.0887
H -0.790 -2.580 6.338 0.067 -0.054 -0.067 0.1080
H 2.179 3.794 -1.135 0.049 -0.053 -0.044 0.0471
H 2.124 4.925 0.240 0.073 0.060 0.009 0.0453
C 1.977 -1.385 -2.182 0.232 0.165 0.186 -0.1257
H -1.704 -1.010 4.778 -0.216 -0.025 0.112 0.1058
C 1.498 2.397 1.823 -0.189 -0.205 -0.246 -0.4568
H 5.746 -2.079 -1.861 -0.105 0.028 0.008 0.0997
```
Positions in Å, forces in eV/Å.

## Properties
Energy relative to the best compared isomer or geometry (same formula, charge and spin) (kcal/mol): 26.1
Electronic energy (Ha): -5069.04400
HOMO energy (eV): -6.95
Total charge: 0